A cluster of 3 separate species, C31H65N2O4 in total in a non-equilibrium geometry. Source: the OMol25 dataset; level of theory: wB97M-V/def2-TZVPD.

```
102
Properties=species:S:1:pos:R:3:forces:R:3
C 1.37059 0.01807 2.56251 0.44 -0.26 -0.16
C 2.49420 1.13941 2.34139 -0.42 -0.01 -0.31
C 3.77652 0.61159 1.50219 -0.38 0.31 -0.08
C 3.34068 -0.24536 0.20654 0.15 1.01 0.22
C 2.39149 0.68730 -0.68294 -0.16 -0.98 0.49
C 2.10213 0.13873 -2.16351 -0.20 0.81 0.43
C 1.96819 1.40612 -3.17143 -0.48 -1.18 -0.48
C 0.47316 1.48074 -3.80264 0.74 1.53 0.13
C -0.23995 2.74532 -3.12994 -0.98 -0.44 0.03
C -0.78072 2.44703 -1.62679 1.28 1.21 -0.84
C -1.52491 3.77011 -1.14414 -0.15 -0.75 -1.29
C -2.30951 3.69895 0.24648 -0.83 0.68 -0.78
N -1.79919 4.76696 1.16296 0.64 -0.01 -0.47
C -0.37001 4.63255 1.51613 1.04 1.05 0.83
C -2.20728 6.12466 0.81169 -2.69 2.34 2.07
C -1.61997 7.04570 -0.34635 0.49 0.06 0.38
O -3.09301 6.65792 1.53787 2.91 -1.83 -2.56
C -2.23402 2.32680 1.05899 0.14 0.15 0.73
C -3.41995 1.27884 0.86927 0.79 -2.85 1.79
C -3.03088 -0.00966 -0.05281 0.00 -0.38 0.37
C -3.63649 0.61316 2.34348 0.56 0.03 0.41
N -4.74841 1.81754 0.49893 0.44 1.60 0.79
O -5.46483 2.22218 1.51738 0.52 -0.80 -1.00
C -4.74357 2.84367 -0.57289 -1.57 1.65 -0.91
C -6.27051 3.41366 -0.64796 0.97 0.25 -1.02
C -4.41933 2.33056 -2.04713 0.12 0.33 -0.34
C -3.85905 4.08512 -0.06885 -0.20 -0.62 0.11
H 0.77091 0.21326 3.50949 0.88 -0.37 -1.13
H 0.61141 -0.05137 1.70755 1.14 0.21 1.05
H 1.90657 -0.99257 2.60424 -1.03 1.24 0.31
H 2.00731 1.99100 1.74687 0.80 -1.00 0.91
H 2.79812 1.56098 3.36788 -0.26 -0.64 -1.64
H 4.49750 0.03342 2.18502 -1.11 0.76 -1.03
H 4.31761 1.54669 1.10355 -0.58 -1.40 0.71
H 4.27450 -0.46346 -0.42833 -1.32 0.01 1.08
H 2.81691 -1.20963 0.54428 0.82 1.32 -0.74
H 1.38804 0.75173 -0.13430 1.38 0.10 -0.82
H 2.83789 1.73754 -0.68644 -0.49 -1.37 -0.19
H 1.10525 -0.43591 -2.10596 1.52 0.83 -0.30
H 2.89190 -0.60230 -2.54156 -0.97 1.16 0.70
H 2.19631 2.40032 -2.64108 -0.32 -1.61 -0.70
H 2.73786 1.28038 -4.01005 -1.08 0.24 1.14
H 0.54606 1.66585 -4.93673 -0.20 -0.38 1.69
H -0.14092 0.54429 -3.60902 0.89 1.10 -0.28
H -1.16550 3.03494 -3.74465 1.24 -0.34 0.75
H 0.46563 3.65635 -3.13519 -1.04 -1.40 0.05
H -1.40765 1.50273 -1.64148 0.69 1.26 0.15
H 0.14697 2.30816 -0.96822 -1.38 -0.13 -0.76
H -2.28801 4.03434 -1.96873 1.16 -0.39 1.24
H -0.74153 4.61257 -1.21146 -1.24 -1.27 0.48
H -0.11087 5.52982 2.19227 -0.33 -1.35 -0.98
H 0.36615 4.67539 0.64593 -0.88 -0.18 0.79
H -0.12201 3.70767 2.14509 -0.74 1.16 -1.03
H -2.27356 7.06079 -1.29281 1.04 -0.45 1.45
H -1.62168 8.12486 0.04123 -0.02 -1.68 -0.42
H -0.53980 6.74276 -0.56401 -1.53 0.43 -0.04
H -1.24810 1.74561 0.93977 -1.41 1.01 -0.15
H -2.24289 2.62303 2.17408 -0.14 -0.25 -1.79
H -3.24254 -0.97695 0.53728 0.18 1.56 -0.83
H -3.66546 -0.08718 -0.99284 1.06 0.25 1.07
H -1.89971 -0.05141 -0.26568 -1.81 0.23 0.08
H -2.73689 -0.05698 2.61433 -1.26 0.98 -0.67
H -3.68771 1.40053 3.16693 -0.11 -0.96 -1.25
H -4.58423 -0.01568 2.39593 1.28 0.83 -0.26
H -6.46666 4.20566 0.14137 0.10 -1.35 -0.86
H -6.33517 3.93554 -1.66957 -0.09 -0.73 1.41
H -7.00013 2.54397 -0.63286 0.85 1.23 0.16
H -4.27569 3.24563 -2.73349 -0.25 -1.28 1.16
H -3.47649 1.70866 -2.15404 -1.23 0.73 0.24
H -5.31645 1.76872 -2.48239 1.29 0.56 0.78
H -4.38171 4.47513 0.88035 0.99 -0.61 -1.41
H -3.94328 4.88170 -0.89815 0.33 -1.04 1.38
C 0.78473 -5.68768 4.70327 0.08 -0.14 -0.04
C 0.62543 -4.26537 4.19695 0.03 0.00 -0.04
O 1.69441 -3.83495 3.36393 0.08 0.17 0.10
C 1.90609 -4.58240 2.17339 -0.04 0.03 -0.10
C 0.71176 -4.58612 1.23678 -0.19 -0.03 -0.03
H 1.72511 -5.79610 5.25054 -0.09 0.04 -0.01
H -0.04127 -5.94865 5.36982 0.06 0.04 -0.04
H 0.79707 -6.41242 3.88708 -0.09 0.01 0.03
H 0.60861 -3.58529 5.05254 0.15 0.06 -0.16
H -0.33206 -4.13398 3.68102 -0.01 -0.09 -0.01
H 2.22137 -5.60162 2.41707 -0.07 -0.06 -0.03
H 2.75251 -4.11414 1.66174 -0.05 0.05 0.21
H -0.16304 -5.05504 1.69304 0.05 -0.04 -0.03
H 0.94713 -5.13645 0.32227 0.07 0.07 0.07
H 0.43122 -3.56321 0.96883 0.06 -0.05 0.01
C 4.64957 -7.73170 -1.45314 0.14 0.06 0.04
C 3.26789 -7.18810 -1.76937 0.04 0.01 0.00
O 3.05699 -5.86193 -1.30004 -0.14 0.01 0.13
C 3.92682 -4.86488 -1.81904 -0.03 0.06 -0.02
C 3.85384 -4.71866 -3.32835 -0.05 -0.12 -0.14
H 4.83434 -7.70436 -0.37579 -0.05 -0.04 -0.07
H 4.73980 -8.76469 -1.79850 -0.03 0.07 0.04
H 5.43737 -7.14879 -1.93390 -0.02 -0.07 -0.06
H 2.52025 -7.81277 -1.27379 -0.03 0.23 0.04
H 3.05542 -7.24733 -2.84237 0.09 0.00 -0.02
H 4.95363 -5.04917 -1.48819 0.05 -0.04 -0.07
H 3.62162 -3.91978 -1.35916 -0.10 -0.20 0.08
H 4.16057 -5.63244 -3.84185 0.07 0.07 0.01
H 4.50855 -3.91090 -3.66495 -0.05 -0.04 0.05
H 2.83060 -4.49530 -3.64264 0.08 0.03 0.05
```
Forces are in eV/Å.

The value obtained for the HOMO energy (alpha / beta) is -8.534 / -8.926 eV. The spin multiplicity is 2. The value obtained for the strongest force on any atom is 0.0833 hartree/bohr. The calculation puts the orbital gap (alpha / beta) at 0.3361 / 0.3352 hartree.

Löwdin population analysis, charges in e, atoms 1 to 4: -0.13 -0.25 -0.21 -0.21


A cluster of 8 separate species, C31H65O11P in total in a non-equilibrium geometry. Source: the OMol25 dataset; level of theory: wB97M-V/def2-TZVPD.

```
108
Properties=species:S:1:pos:R:3:forces:R:3
C -4.70672 1.31877 4.15175 -0.29 1.36 0.83
O -3.96182 0.87523 3.02520 0.06 -1.47 0.07
P -3.25436 -0.56754 3.11863 0.68 0.11 -0.16
O -3.84710 -1.56853 4.02181 0.02 0.56 -0.29
O -3.13019 -0.99440 1.59541 -0.55 0.53 0.12
C -4.29447 -1.32262 0.81955 0.39 -1.34 0.17
O -1.73202 -0.20278 3.38142 -0.47 0.79 0.37
C -0.77342 -1.06290 3.97488 -0.25 -1.87 -0.44
H -4.75125 0.63122 4.99548 0.27 -0.28 -0.26
H -5.73650 1.58821 3.90428 0.11 -0.35 -0.49
H -4.25232 2.25801 4.48681 0.08 -0.23 0.06
H -4.39483 -2.40903 0.89021 -0.09 0.00 -0.19
H -4.05769 -1.08012 -0.21115 -0.22 0.32 -0.02
H -5.24097 -0.92740 1.18207 0.22 0.59 0.02
H -0.17534 -0.60468 4.75558 -0.08 0.52 -0.24
H -0.17137 -1.48961 3.16454 0.35 0.41 0.19
H -1.25050 -1.95587 4.39676 -0.13 0.33 0.18
C 2.52679 0.86064 -3.50578 0.24 1.38 0.95
C 3.23463 1.67955 -4.62010 -0.49 -0.88 0.08
C 2.18057 1.64727 -5.76294 0.88 0.92 0.06
O 1.18858 0.72271 -5.40048 0.04 0.09 0.01
C 1.08817 0.76924 -3.96222 0.02 -1.33 -1.09
H 2.61361 1.41926 -2.56732 -0.13 -0.09 0.03
H 2.94773 -0.11542 -3.27580 0.08 -0.11 -0.50
H 4.17400 1.20080 -4.89122 0.02 0.09 -0.16
H 3.44342 2.69223 -4.28444 0.01 0.04 -0.05
H 2.64946 1.41896 -6.72021 -0.27 -0.49 -0.03
H 1.77041 2.65777 -5.89053 -0.26 -0.02 0.13
H 0.67496 -0.20501 -3.70680 -0.39 0.27 0.33
H 0.40550 1.57170 -3.67491 0.23 0.18 0.25
C -0.16085 4.79542 -1.34955 0.29 0.77 -0.38
C -1.46814 5.59447 -1.48558 -0.64 -0.73 0.58
C -1.84012 5.83762 -0.00083 -0.14 0.66 -0.13
O -0.88654 5.16829 0.81702 -0.26 -0.26 -0.47
C -0.32580 4.14308 0.00049 -0.03 -0.49 0.61
H 0.65039 5.52618 -1.29199 0.20 -0.23 -0.11
H 0.01042 4.11077 -2.18002 0.04 -0.06 0.07
H -2.25660 4.98109 -1.92778 0.13 -0.09 -0.08
H -1.43768 6.51920 -2.05605 0.41 0.01 0.00
H -2.84829 5.48377 0.22851 -0.01 -0.09 -0.03
H -1.79871 6.90636 0.21959 0.02 -0.06 0.25
H -0.96439 3.25071 -0.09236 -0.38 0.26 0.10
H 0.54865 3.78771 0.54925 0.33 0.25 -0.42
C 5.27711 -3.78833 -1.98064 -0.18 0.39 -0.23
C 4.57867 -4.80523 -1.11349 -0.01 -1.44 -0.18
C 4.05101 -3.97997 0.03460 0.61 0.08 -0.20
O 3.68256 -2.74609 -0.57775 -0.64 0.12 0.13
C 4.32760 -2.57743 -1.84201 1.13 -0.59 0.58
H 5.38364 -4.10408 -3.01764 0.02 -0.01 0.01
H 6.27355 -3.58362 -1.58414 -0.06 0.16 0.00
H 5.23517 -5.63438 -0.83134 0.04 0.23 0.27
H 3.76688 -5.30080 -1.65735 -0.14 0.31 0.00
H 4.85454 -3.80337 0.76256 -0.08 0.05 0.03
H 3.21219 -4.42751 0.56671 -0.18 0.16 -0.15
H 4.90927 -1.65817 -1.76770 -0.25 0.21 -0.42
H 3.61894 -2.57894 -2.67093 -0.23 0.28 0.14
C 1.38875 -0.75840 -0.27299 1.06 0.52 -0.09
C 0.43135 0.34612 0.15181 -0.05 0.56 -0.45
C -0.83218 0.12043 -0.72161 0.90 -0.40 1.03
O -0.51871 -0.99803 -1.55740 -0.37 0.09 -0.46
C 0.49486 -1.77103 -0.93763 -0.25 -0.33 0.93
H 2.02891 -1.07299 0.55011 -0.35 -0.54 0.03
H 2.12257 -0.41884 -1.01079 -0.22 0.29 -0.06
H 0.87291 1.32782 -0.03123 -0.04 0.03 0.13
H 0.15775 0.28233 1.20567 0.11 0.00 0.03
H -1.11134 0.99094 -1.30855 -0.11 -0.16 -0.24
H -1.60453 -0.12465 0.00842 -0.50 -0.09 -0.47
H 0.99027 -2.41132 -1.66445 -0.05 0.16 -0.19
H 0.07064 -2.42415 -0.15860 -0.17 -0.03 -0.19
C -4.78581 1.14259 -3.17683 -0.50 -0.38 0.48
C -4.09405 1.96527 -4.23378 0.33 0.56 0.56
C -2.85258 2.44556 -3.43928 0.04 -1.07 -0.50
O -3.22029 2.43030 -2.05802 -0.06 0.26 0.63
C -4.57657 2.02045 -1.94418 -0.81 0.10 -0.83
H -4.27752 0.18047 -3.06100 0.11 0.07 0.14
H -5.83276 0.90406 -3.37349 -0.02 0.25 -0.06
H -4.68401 2.86211 -4.43591 -0.17 -0.20 -0.40
H -3.88686 1.39264 -5.13345 0.20 0.26 -0.11
H -2.49331 3.42077 -3.76896 -0.07 0.12 0.23
H -2.04337 1.71399 -3.54184 0.10 0.15 -0.15
H -5.23396 2.89852 -2.00975 0.02 0.11 -0.17
H -4.88658 1.55853 -1.00663 0.94 -0.22 0.21
C -2.54498 -4.55735 2.37334 -0.79 0.32 0.37
C -1.40015 -4.11383 1.48783 0.55 -0.44 -0.04
C -0.18885 -4.72026 2.21217 -0.39 0.77 0.26
O -0.51554 -4.53706 3.59786 0.22 -0.32 0.00
C -1.91642 -4.66648 3.76483 -0.85 0.22 0.29
H -3.01684 -5.51614 2.15360 0.24 0.04 -0.57
H -3.32806 -3.79629 2.35641 -0.08 -0.15 0.15
H -1.30048 -3.02847 1.53679 -0.11 0.03 -0.04
H -1.50783 -4.39227 0.43959 0.09 -0.11 0.03
H 0.71633 -4.13368 2.05564 0.15 -0.23 -0.16
H -0.02168 -5.77380 1.97524 -0.02 -0.06 -0.01
H -2.30253 -3.89213 4.43565 0.36 0.21 -0.12
H -2.24070 -5.59691 4.24727 0.56 -0.23 -0.12
C 4.57561 0.52226 3.67004 -0.39 0.13 0.78
C 3.60735 0.70199 2.53448 -0.59 0.12 -1.07
C 3.05946 2.09553 2.81583 0.93 0.01 -0.24
O 3.02291 2.19696 4.23584 -0.28 0.30 0.51
C 3.73968 1.11872 4.82487 0.22 -0.97 -0.93
H 5.45080 1.16348 3.54745 0.15 -0.25 -0.22
H 4.85168 -0.51532 3.85080 0.18 0.07 0.03
H 2.76394 0.00289 2.53990 0.20 -0.20 0.40
H 4.02870 0.60187 1.53072 0.17 0.18 0.10
H 2.09348 2.28984 2.35031 -0.15 -0.01 0.32
H 3.77840 2.84250 2.45119 -0.18 0.06 -0.10
H 3.03373 0.34471 5.14608 -0.05 0.12 0.31
H 4.37796 1.41328 5.65456 -0.25 0.42 0.10
```
Forces are in eV/Å.

Its SMILES is COP(=O)(OC)OC.C1CCOC1.C1CCOC1.C1CCOC1.C1CCOC1.C1CCOC1.C1CCOC1.C1CCOC1. The value obtained for the HOMO energy is -9.370 eV. For the energy relative to the best compared isomer or geometry (same formula, charge and spin), the calculation gives 0.0 kJ/mol. The value obtained for the strongest force on any atom is 0.0377 hartree/bohr. The calculation puts the orbital gap at 0.3671 hartree.

Löwdin population analysis, charges in e, atoms 1 to 4: -0.11 -0.20 0.39 -0.23


The highest strongest force on any atom belongs to which entry?
C31H65N2O4


Which formula does entry 2 have?
C31H65O11P


Which of these has the lowest strongest force on any atom?
C31H65O11P